1.
Formula: C36H50FN6O7S3Ta
Source: the Open Molecules 2025 dataset
Level of theory: ωB97M-V with the def2-TZVPD basis set

Results
- F_max (eV Å⁻¹) = 1.6
- E (hartree) = -3608.218592

```
! wB97M-V def2-TZVPD RIJCOSX def2/J DEFGRID3
* xyz 2 1
Ta 0.287 0.135 -0.807
N 2.082 -1.941 -0.463
C 2.244 -2.051 0.991
C 3.711 -2.281 1.409
C 4.007 -2.643 2.876
C 3.248 -3.849 3.443
N 1.926 -3.441 3.907
C 1.007 -4.223 4.426
N 1.236 -5.520 4.634
N -0.195 -3.699 4.720
C 1.667 -0.774 1.602
O 1.363 -0.701 2.780
O 1.512 0.200 0.750
H 1.895 -2.850 -0.868
H 2.920 -1.559 -0.889
H 1.627 -2.880 1.322
H 4.280 -1.380 1.161
H 4.096 -3.088 0.781
H 3.843 -1.784 3.529
H 5.070 -2.876 2.929
H 3.811 -4.258 4.286
H 3.158 -4.633 2.683
H 1.688 -2.449 3.756
H 2.145 -5.911 4.459
H 0.548 -6.110 5.069
H -0.319 -2.702 4.637
H -0.874 -4.216 5.250
C -2.728 -0.741 -4.802
C -2.604 0.622 -4.123
S -1.034 1.144 -3.333
C 0.164 1.242 -4.695
C 0.522 -0.022 -5.478
S 0.818 -1.557 -4.515
C -0.166 -2.736 -5.514
C -1.432 -3.278 -4.839
S -2.297 -2.141 -3.721
H -2.109 -0.801 -5.694
H -3.766 -0.877 -5.106
H -3.318 0.710 -3.304
H -2.819 1.403 -4.852
H 1.040 1.648 -4.194
H -0.214 1.990 -5.393
H 1.435 0.180 -6.038
H -0.253 -0.249 -6.204
H 0.496 -3.569 -5.744
H -0.404 -2.246 -6.455
H -1.192 -4.119 -4.188
H -2.132 -3.628 -5.596
C -1.532 6.497 3.261
C -2.731 5.554 3.212
C -3.335 5.406 4.601
C -4.483 4.408 4.586
C -3.979 3.079 4.106
C -4.511 1.901 4.581
C -4.040 0.681 4.107
F -4.568 -0.456 4.581
C -3.052 0.615 3.167
C -2.492 1.797 2.675
C -1.471 1.698 1.638
O -1.052 0.572 1.278
C -1.022 2.955 1.134
C -1.467 4.130 1.690
N -2.359 4.213 2.672
C -2.940 3.040 3.155
C -0.037 3.065 0.035
O 0.617 4.042 -0.180
O 0.049 1.956 -0.719
H -1.817 7.390 3.815
H -1.201 6.823 2.277
H -0.696 6.029 3.782
H -3.492 5.974 2.547
H -3.687 6.384 4.925
H -2.564 5.079 5.303
H -5.267 4.764 3.910
H -4.931 4.309 5.573
H -5.294 1.914 5.328
H -2.692 -0.331 2.788
H -1.060 5.052 1.302
O -2.171 -0.027 -0.944
C -2.085 -1.202 -0.571
C -3.181 -2.146 -0.179
C -2.424 -3.463 -0.003
C -0.954 -3.076 -0.059
O -0.026 -3.804 0.202
N -0.853 -1.751 -0.480
H -3.947 -2.168 -0.950
H -3.647 -1.795 0.744
H -2.625 -4.155 -0.823
H -2.633 -3.986 0.927
C 4.672 -0.438 -4.136
C 4.202 0.867 -3.475
C 3.947 1.937 -4.546
C 5.267 1.370 -2.487
C 2.964 0.609 -2.733
C 1.944 0.385 -2.111
H 5.580 -0.249 -4.709
H 3.909 -0.833 -4.807
H 4.891 -1.198 -3.384
H 4.885 2.180 -5.045
H 3.548 2.850 -4.101
H 3.245 1.580 -5.302
H 6.197 1.561 -3.023
H 5.463 0.628 -1.712
H 4.946 2.295 -2.008
*
```


2.
Formula: C7H19CrO9
Source: the Open Molecules 2025 dataset
Level of theory: ωB97M-V with the def2-TZVPD basis set

Results
- F_max (eV Å⁻¹) = 4.5
- E (hartree) = -1999.400374
- <S²> = 6.04

```
! wB97M-V def2-TZVPD RIJCOSX def2/J DEFGRID3
* xyz 1 5
Cr -0.877 20.102 -3.058
O -1.001 23.347 -5.560
C -1.154 22.780 -4.344
O -0.759 23.344 -3.325
O -1.583 21.570 -4.286
H -1.261 22.599 -6.161
C 0.348 26.309 -6.781
C 1.231 27.505 -7.027
O 2.604 27.248 -6.711
O 0.190 25.963 -5.418
H 0.703 25.418 -7.321
H -0.606 26.509 -7.293
H 0.927 28.436 -6.557
H 1.218 27.705 -8.106
H 2.857 26.419 -7.123
H -0.236 25.097 -5.407
C -0.410 21.954 -8.492
C -0.152 20.460 -8.508
O -0.977 19.891 -9.512
O -1.702 22.214 -7.939
H -0.280 22.469 -9.443
H 0.302 22.381 -7.779
H -0.406 20.036 -7.526
H 0.913 20.275 -8.701
H -0.836 18.939 -9.524
H -2.387 21.662 -8.331
C -3.847 21.037 -2.082
C -4.858 21.359 -3.155
O -5.767 20.302 -3.391
O -2.920 19.986 -2.466
H -4.343 20.707 -1.166
H -3.371 21.986 -1.830
H -4.355 21.705 -4.060
H -5.435 22.202 -2.764
H -5.601 19.898 -4.246
H -3.422 19.164 -2.363
*
```


3.
Formula: C10H38N2O9
Source: the Open Molecules 2025 dataset
Level of theory: ωB97M-V with the def2-TZVPD basis set

Results
- energy relative to the best compared isomer or geometry (same formula, charge and spin) (eV) = 6.445
- structure (SMILES) = NC(N)=O.CCO.CO.CO.CO.CO.CO.CO.CO
- F_max (eV Å⁻¹) = 4.2

```
! wB97M-V def2-TZVPD RIJCOSX def2/J DEFGRID3
* xyz 0 1
N -16.041 14.194 3.977
C -16.198 15.082 3.012
N -15.035 15.418 2.547
O -17.192 15.549 2.526
H -16.887 13.900 4.445
H -15.102 14.065 4.325
H -14.912 16.074 1.788
H -14.311 14.946 3.069
C -27.854 12.308 5.411
C -26.597 12.804 4.707
O -25.466 12.017 5.020
H -28.085 11.295 5.084
H -28.650 13.013 5.170
H -27.803 12.400 6.496
H -26.575 13.821 5.100
H -26.801 12.899 3.641
H -24.786 12.125 4.351
C -20.166 10.026 12.743
O -19.238 10.925 12.302
H -21.094 10.504 13.057
H -20.494 9.356 11.948
H -19.877 9.505 13.656
H -19.315 10.979 11.347
C -20.659 17.251 6.226
O -20.217 18.597 6.490
H -21.391 17.137 5.426
H -19.752 16.733 5.912
H -21.004 16.924 7.206
H -20.204 18.710 7.443
C -21.858 5.241 11.187
O -21.919 3.816 11.020
H -21.426 5.722 10.310
H -22.901 5.551 11.245
H -21.269 5.401 12.091
H -21.012 3.524 10.905
C -18.686 15.452 14.580
O -19.093 15.464 13.247
H -19.599 15.420 15.174
H -18.135 14.584 14.940
H -18.108 16.355 14.780
H -19.102 14.560 12.926
C -19.919 11.243 7.491
O -20.231 12.335 8.294
H -18.835 11.245 7.374
H -20.139 10.359 8.090
H -20.395 11.237 6.511
H -21.181 12.336 8.433
C -15.067 13.768 10.640
O -15.103 12.611 11.515
H -14.036 13.879 10.303
H -15.675 13.629 9.747
H -15.434 14.659 11.150
H -16.006 12.315 11.649
C -25.097 13.522 9.528
O -24.218 13.184 10.532
H -24.829 14.464 9.050
H -24.839 12.762 8.790
H -26.165 13.549 9.745
H -24.455 13.777 11.249
*
```


4.
Formula: H30O15
Source: the Open Molecules 2025 dataset
Level of theory: ωB97M-V with the def2-TZVPD basis set

Results
- energy relative to the best compared isomer or geometry (same formula, charge and spin) (eV) = 0.000
- F_max (eV Å⁻¹) = 1.8
- <S²> = 0.75

```
! wB97M-V def2-TZVPD RIJCOSX def2/J DEFGRID3
* xyz -1 2
O -3.388 -0.576 -3.620
H -3.835 -0.257 -2.825
H -2.626 -1.059 -3.298
O 0.162 -2.234 -3.510
H 0.766 -1.890 -4.181
H 0.771 -2.894 -3.112
O 1.408 0.555 -0.264
H 1.292 1.039 0.547
H 0.838 -0.209 -0.366
O -4.062 2.114 -1.434
H -3.103 2.255 -1.335
H -4.451 2.768 -0.852
O -1.595 1.226 -2.159
H -0.646 1.082 -2.263
H -1.966 0.871 -2.973
O 1.724 2.802 2.587
H 2.526 3.310 2.392
H 1.253 3.303 3.270
O 1.063 -3.926 2.937
H 0.167 -3.688 2.770
H 1.637 -3.530 2.268
O 3.219 -2.310 2.311
H 3.427 -1.752 1.553
H 3.495 -1.723 3.029
O 2.442 -2.642 -1.268
H 1.832 -2.883 -0.571
H 3.374 -2.773 -1.089
O -0.622 -1.350 -0.775
H -1.218 -2.099 -0.636
H -0.587 -1.379 -1.746
O -0.959 3.779 1.232
H -0.858 2.995 0.667
H -0.220 3.532 1.819
O 4.061 0.641 -1.692
H 3.318 0.436 -1.100
H 4.316 1.524 -1.408
O 3.350 1.082 3.595
H 2.563 0.828 3.100
H 3.917 1.479 2.923
O -4.453 -0.313 -0.484
H -4.076 -0.763 0.282
H -3.848 0.441 -0.624
O -3.831 0.636 2.183
H -3.522 1.079 1.394
H -3.057 0.476 2.726
*
```


5.
Formula: C32H72BrINO20P4
Source: the Open Molecules 2025 dataset
Level of theory: ωB97M-V with the def2-TZVPD basis set

Results
- F_max (eV Å⁻¹) = 9.1
- E (hartree) = -7058.351499

```
! wB97M-V def2-TZVPD RIJCOSX def2/J DEFGRID3
* xyz 1 1
C -0.850 6.038 5.090
C 0.053 4.739 5.357
O -0.718 3.491 5.374
C -0.954 3.049 6.725
C -1.541 1.544 6.803
O -3.000 1.494 6.797
N -3.491 0.800 5.749
C -3.403 -0.517 5.492
C -4.178 -0.830 4.110
C -3.856 -2.177 3.313
C -4.885 -2.496 2.114
C -6.431 -2.404 2.525
Br -4.663 -1.235 0.549
C -3.820 0.598 3.404
C -2.206 0.617 3.197
C -1.748 1.172 1.752
C -1.379 -0.081 0.789
I 0.173 2.231 2.076
C -4.288 1.489 4.684
C -4.274 3.085 4.558
C -5.560 3.636 5.362
C -6.952 3.498 4.571
C -6.853 3.658 2.983
O -6.238 4.911 2.560
C -5.833 4.785 1.179
C -4.354 4.286 0.764
O -6.618 5.047 0.228
H -0.231 6.872 4.583
H -1.249 6.504 6.071
H -1.727 5.842 4.363
H 0.796 4.663 4.474
H 0.718 4.845 6.296
H 0.067 3.005 7.270
H -1.706 3.718 7.294
H -1.206 1.144 7.836
H -1.045 0.837 6.041
H -2.828 -1.204 6.203
H -5.269 -0.906 4.473
H -2.794 -2.256 2.907
H -3.974 -3.045 4.068
H -4.730 -3.549 1.669
H -7.088 -2.534 1.583
H -6.690 -1.347 2.914
H -6.736 -3.211 3.292
H -4.424 0.882 2.469
H -1.744 -0.440 3.289
H -1.662 1.255 3.980
H -2.485 1.889 1.265
H -1.804 -1.050 1.224
H -0.238 -0.217 0.671
H -1.872 0.147 -0.228
H -5.362 1.171 4.918
H -4.179 3.478 3.493
H -3.329 3.447 5.116
H -5.653 2.957 6.296
H -5.391 4.689 5.763
H -7.510 2.532 4.871
H -7.621 4.366 4.943
H -7.922 3.662 2.543
H -6.263 2.771 2.565
H -4.392 4.027 -0.344
H -3.635 5.142 1.016
H -4.034 3.382 1.384
C 1.566 -5.226 2.204
O 0.930 -5.662 1.012
P -0.350 -4.688 0.405
O -1.089 -4.672 1.747
O -0.854 -5.974 -0.488
C -0.888 -7.266 0.116
O -1.524 -3.658 -0.302
C -2.730 -4.200 -0.811
H 2.516 -5.755 2.297
H 1.760 -4.153 2.169
H 0.951 -5.470 3.070
H -1.037 -7.221 1.194
H 0.043 -7.791 -0.114
H -1.713 -7.830 -0.319
H -3.223 -4.821 -0.059
H -2.540 -4.774 -1.717
H -3.388 -3.372 -1.070
C 2.463 3.283 -3.965
O 1.470 2.282 -4.137
P 1.393 1.042 -2.948
O 2.884 0.732 -3.086
O 0.544 0.127 -4.021
C 0.962 0.093 -5.384
O 1.243 -0.149 -1.721
C 1.073 -1.510 -2.073
H 2.205 4.133 -4.600
H 2.500 3.616 -2.926
H 3.437 2.906 -4.274
H 2.031 0.273 -5.500
H 0.393 0.836 -5.950
H 0.736 -0.891 -5.791
H 1.852 -1.828 -2.770
H 0.085 -1.676 -2.500
H 1.151 -2.105 -1.163
C 5.754 -0.337 -2.702
O 6.221 -1.588 -2.209
P 6.799 -2.717 -3.368
O 5.515 -2.596 -4.191
O 6.606 -3.902 -2.239
C 5.439 -3.894 -1.425
O 7.426 -3.826 -4.516
C 7.069 -5.194 -4.448
H 5.705 0.364 -1.867
H 6.436 0.058 -3.458
H 4.754 -0.446 -3.117
H 4.588 -3.421 -1.914
H 5.664 -3.383 -0.484
H 5.170 -4.925 -1.195
H 5.983 -5.308 -4.416
H 7.531 -5.669 -3.584
H 7.448 -5.686 -5.343
C 6.803 -1.256 -6.477
O 6.448 -0.483 -7.616
P 6.960 1.157 -7.639
O 6.371 1.450 -6.256
O 5.826 1.454 -8.796
C 4.523 0.900 -8.643
O 7.587 2.749 -7.758
C 6.754 3.807 -8.192
H 6.681 -2.311 -6.726
H 7.844 -1.075 -6.198
H 6.143 -1.023 -5.645
H 4.253 0.744 -7.598
H 4.471 -0.046 -9.190
H 3.800 1.587 -9.082
H 5.834 3.842 -7.603
H 6.526 3.706 -9.252
H 7.295 4.742 -8.052
*
```


6.
Formula: C4H17N2O2
Source: the Open Molecules 2025 dataset
Level of theory: ωB97M-V with the def2-TZVPD basis set

Results
- energy relative to the best compared isomer or geometry (same formula, charge and spin) (eV) = 3.198
- F_max (eV Å⁻¹) = 4.3
- <S²> = 0.75

```
! wB97M-V def2-TZVPD RIJCOSX def2/J DEFGRID3
* xyz 0 2
C -0.056 2.138 0.557
N 1.002 2.210 1.565
C -0.585 0.675 0.664
N 0.525 -0.250 1.005
C 1.710 -0.417 -0.013
C 1.932 -1.723 -0.670
H -0.909 2.868 0.783
H 0.355 2.224 -0.495
H 0.650 2.660 2.386
H 1.811 2.501 1.195
H -1.293 0.715 1.615
H -1.168 0.461 -0.160
H 1.010 0.144 1.954
H 0.069 -1.140 1.325
H 2.578 -0.409 0.652
H 1.764 0.322 -0.856
H 1.218 -2.006 -1.483
H 2.828 -1.748 -1.381
H 1.514 -2.509 0.009
H -3.436 0.886 -1.897
H -2.114 0.319 -2.473
O -2.810 0.153 -1.837
H -2.835 -2.480 -1.233
H -1.602 -2.479 -0.424
O -2.158 -3.116 -0.787
*
```


7.
Formula: C3H3NO2
Source: the Open Molecules 2025 dataset
Level of theory: ωB97M-V with the def2-TZVPD basis set

Results
- energy relative to the best compared isomer or geometry (same formula, charge and spin) (eV) = 2.445
- structure (SMILES) = N=C=C(O)C=O
- F_max (eV Å⁻¹) = 0.7

```
! wB97M-V def2-TZVPD RIJCOSX def2/J DEFGRID3
* xyz 0 1
N 2.256 -0.618 0.358
C 1.200 -0.133 -0.028
C -0.004 0.286 -0.374
O -0.271 1.530 -0.855
C -1.137 -0.560 -0.006
O -2.269 -0.121 -0.085
H 2.370 -0.434 1.357
H -1.236 1.617 -0.751
H -0.909 -1.569 0.384
*
```


8.
Formula: C27H32N5O4PPb
Source: the Open Molecules 2025 dataset
Level of theory: ωB97M-V with the def2-TZVPD basis set

Results
- energy relative to the best compared isomer or geometry (same formula, charge and spin) (eV) = 0.000
- F_max (eV Å⁻¹) = 0.6

```
! wB97M-V def2-TZVPD RIJCOSX def2/J DEFGRID3
* xyz 0 1
Pb -0.251 0.457 0.150
C 4.368 -2.423 1.443
N 3.303 -2.660 2.399
C 3.062 -4.069 2.682
C 2.296 -1.720 2.464
N 2.171 -0.680 1.748
N 1.408 -1.963 3.538
C 0.072 -1.618 3.610
N -0.382 -1.509 4.904
N -0.649 -1.460 2.566
H 5.205 -3.075 1.685
H 4.714 -1.392 1.513
H 4.051 -2.624 0.413
H 3.982 -4.521 3.052
H 2.749 -4.611 1.783
H 2.290 -4.197 3.433
H 2.803 -0.676 0.955
H 1.864 -2.161 4.413
H 0.177 -1.821 5.677
H -1.375 -1.511 5.049
H -1.611 -1.243 2.812
C -2.156 -2.027 -2.328
C -1.339 -2.528 -1.150
C -1.647 -3.979 -0.824
O -1.691 -1.695 -0.031
C 0.157 -2.344 -1.490
O 0.741 -3.226 -2.103
O 0.682 -1.232 -1.099
H -3.218 -2.060 -2.080
H -1.961 -2.650 -3.202
H -1.890 -0.993 -2.566
H -2.724 -4.123 -0.720
H -1.160 -4.269 0.112
H -1.260 -4.620 -1.613
H -1.233 -2.031 0.761
O -3.196 1.527 -0.543
C -2.122 1.432 -1.099
C -1.966 2.143 -2.451
C -3.100 2.680 -3.066
C -2.999 3.355 -4.266
C -1.751 3.524 -4.866
C -0.623 2.998 -4.266
C -0.723 2.291 -3.063
P 0.761 1.504 -2.318
C 1.286 0.325 -3.603
C 0.428 -0.119 -4.603
C 0.850 -1.088 -5.508
C 2.127 -1.617 -5.420
C 2.982 -1.193 -4.408
C 2.559 -0.240 -3.500
C 1.992 2.859 -2.408
C 2.867 3.066 -3.471
C 3.746 4.142 -3.456
C 3.762 5.019 -2.381
C 2.895 4.820 -1.314
C 2.022 3.743 -1.327
H -4.052 2.552 -2.566
H -3.887 3.758 -4.740
H -1.663 4.064 -5.801
H 0.346 3.128 -4.735
H -0.575 0.280 -4.680
H 0.171 -1.432 -6.277
H 2.454 -2.369 -6.126
H 3.971 -1.626 -4.318
H 3.214 0.061 -2.688
H 2.868 2.385 -4.313
H 4.419 4.297 -4.290
H 4.452 5.853 -2.370
H 2.904 5.500 -0.471
H 1.351 3.584 -0.489
*
```


no.,molecular weight (g mol⁻¹)
1,974.98
2,299.22
3,330.42
4,270.23
5,1121.62
6,125.19
7,85.06
8,728.76